Density functional theory data (ωB97M-V with the def2-TZVPD basis set) for C51H51N4O5P2RbS2 as an isolated structure.

The value obtained for the energy is -110818.9029 eV. The calculation puts the gap between HOMO and LUMO at 4.731 eV. The calculation puts the energy above the lowest of the compared OMol25 structures with the same formula, charge and spin at 258.8 kJ/mol. The value obtained for the strongest force on any atom is 0.28 eV Å⁻¹.

```
! RIJCOSX wB97M-V def2-TZVPD def2/J DEFGRID3
* xyz -2 1
Rb 0.088 -0.882 -0.334
O -0.714 0.002 4.341
C -0.553 0.489 3.111
O 0.380 0.210 2.397
C -1.637 1.437 2.678
C -2.524 2.044 3.554
C -3.495 2.877 3.014
C -3.568 3.042 1.643
C -2.643 2.373 0.845
N -1.690 1.612 1.367
C -2.748 2.430 -0.682
O -3.656 3.063 -1.182
O -2.436 0.316 -1.722
H -0.234 -0.877 4.346
H -2.455 1.852 4.615
H -4.202 3.379 3.664
H -4.323 3.650 1.165
C 1.871 1.794 -3.299
P 0.768 2.521 -1.991
C -0.935 2.239 -2.453
C -1.721 1.600 -1.398
C -3.443 0.363 -2.631
C -3.518 1.114 -3.750
C -2.620 2.090 -4.290
C -1.461 2.553 -3.713
C 0.897 4.328 -2.379
C 1.556 4.896 -3.468
C 1.564 6.274 -3.670
C 0.912 7.115 -2.785
C 0.245 6.566 -1.694
C 0.241 5.197 -1.500
C 2.487 0.458 -2.983
C 3.850 0.174 -3.018
C 3.971 -1.223 -2.844
C 2.671 -1.692 -2.702
C 2.219 -3.124 -2.602
P 0.395 -3.248 -2.860
C 0.213 -5.043 -3.225
C 1.080 -6.010 -2.716
C 0.856 -7.363 -2.940
C -0.239 -7.779 -3.680
C -1.115 -6.827 -4.190
C -0.893 -5.480 -3.959
C 0.175 -2.567 -4.549
C -0.616 -1.430 -4.691
C -0.803 -0.851 -5.938
C -0.198 -1.407 -7.056
C 0.594 -2.542 -6.926
C 0.777 -3.118 -5.677
N 1.762 -0.678 -2.772
H 2.706 2.489 -3.430
H 1.317 1.759 -4.245
H -1.035 1.317 -0.614
H -4.267 -0.288 -2.355
H -4.432 0.944 -4.313
H -2.895 2.502 -5.256
H -0.866 3.230 -4.330
H 2.063 4.261 -4.183
H 2.079 6.686 -4.531
H 0.918 8.188 -2.942
H -0.274 7.211 -0.993
H -0.290 4.773 -0.654
H 4.646 0.888 -3.187
H 4.877 -1.815 -2.841
H 2.412 -3.557 -1.612
H 2.743 -3.745 -3.337
H 1.941 -5.708 -2.134
H 1.544 -8.094 -2.532
H -0.413 -8.834 -3.858
H -1.977 -7.137 -4.769
H -1.582 -4.747 -4.363
H -1.069 -0.972 -3.819
H -1.408 0.045 -6.013
H -0.335 -0.952 -8.031
H 1.075 -2.974 -7.796
H 1.397 -4.003 -5.578
C -3.576 -5.347 3.009
C -3.302 -4.273 4.053
N -1.896 -3.911 4.112
C -1.071 -4.678 5.035
C -1.003 -4.043 6.418
C -1.364 -2.933 3.336
S -2.305 -2.111 2.202
N -0.065 -2.625 3.656
C 0.873 -2.597 2.695
O 0.754 -2.962 1.525
C 2.228 -2.105 3.157
C 2.523 -1.897 4.500
C 3.770 -1.422 4.880
C 4.733 -1.145 3.921
C 4.448 -1.355 2.577
C 3.204 -1.839 2.201
H -4.636 -5.612 2.999
H -2.999 -6.253 3.212
H -3.299 -4.972 2.024
H -3.594 -4.621 5.050
H -3.872 -3.375 3.822
H -0.071 -4.770 4.619
H -1.502 -5.682 5.098
H -0.538 -3.061 6.343
H -0.413 -4.661 7.100
H -2.002 -3.922 6.844
H 1.762 -2.110 5.240
H 3.988 -1.259 5.930
H 5.699 -0.751 4.215
H 5.182 -1.115 1.820
H 2.969 -2.008 1.157
C 3.222 1.809 3.094
S 4.553 2.246 1.960
C 3.600 2.299 0.431
H 2.449 2.578 3.090
H 3.649 1.731 4.094
H 2.775 0.852 2.824
H 3.060 1.369 0.256
H 4.295 2.439 -0.395
H 2.886 3.121 0.446
*
```